[1]
A cluster of 2 separate species, C5H8N3O in total. Source: OMol25; level of theory: ωB97M-V with the def2-TZVPD basis set.

CARTESIAN COORDINATES (ANGSTROEM)
C: 3.01084 -0.23978 0.27944
C: 4.44160 -0.22834 0.07488
C: -1.17996 -1.60457 -0.34123
C: -2.74136 0.75836 -0.26439
C: -1.61608 1.63758 0.07511
N: 1.87164 -0.20477 0.19892
N: -0.69514 -0.57415 0.15058
N: -1.68331 0.26889 0.54235
O: 5.03340 0.53455 -0.60868
H: 5.01448 -0.85848 0.70121
H: -0.49241 -2.45606 -0.41564
H: -2.20749 -1.74092 -0.36293
H: -3.66670 0.87977 0.34723
H: -2.91975 0.39273 -1.24489
H: -0.73712 1.74544 -0.52693
H: -1.81237 2.29386 0.98449
H: 0.37974 -0.60412 0.41048

Charge = +1
Orbital gap (spin up / spin down) = 8.10 / 6.45 eV
LUMO (spin up / spin down) = -3.82 / -7.29 eV
Multiplicity = 3
Energy relative to the best compared isomer or geometry (same formula, charge and spin) = 404.6 kJ/mol
HOMO energy (spin up / spin down) = -11.92 / -13.74 eV

[2]
A cluster of 2 separate species, CH2NO5PS in total. Source: OMol25; level of theory: ωB97M-V with the def2-TZVPD basis set.

CARTESIAN COORDINATES (ANGSTROEM)
C: 1.29639 -0.47108 0.40094
N: 1.46972 0.54281 -0.43457
O: 4.27871 6.01118 -0.96870
O: 3.66556 7.00871 1.25291
O: 2.30764 7.64536 -0.77415
O: -0.25363 2.43613 -1.28489
O: 1.83455 -1.62649 0.46571
P: 3.46164 6.95074 -0.18946
S: 0.84357 2.16319 -0.30133
H: 0.33324 1.98714 1.17857
H: 0.65035 -0.08268 1.33276

Charge = -2
Orbital gap = 8.56 eV
LUMO = 6.10 eV
Energy relative to the best compared isomer or geometry (same formula, charge and spin) = 3.0 kJ/mol
HOMO energy = -2.46 eV

[3]
A structure of composition C5H11N4O. Source: OMol25; level of theory: ωB97M-V with the def2-TZVPD basis set.

CARTESIAN COORDINATES (ANGSTROEM)
C: -2.25172 -1.92485 -0.05863
C: -2.11766 -0.09119 -0.86868
C: 0.75163 -0.54782 1.84169
C: 2.77260 1.60506 -0.46584
C: 1.71712 -0.10087 0.88335
N: -2.83587 -2.06501 -1.19183
N: -2.93983 -0.79781 -1.69053
N: -1.82922 -0.67795 0.24571
N: 2.05467 1.10746 0.73125
O: -1.72919 1.10724 -1.13244
H: -2.13478 -2.74247 0.65791
H: 0.93456 -1.51703 2.10627
H: -0.19847 -0.58817 1.27518
H: 0.62845 0.10195 2.81022
H: 2.70313 0.79099 -1.24542
H: 2.26883 2.64491 -0.66547
H: 3.86350 1.83887 -0.22815
H: 1.92636 -0.69958 0.01447
H: -3.14210 -0.74907 -2.68752
H: 1.74693 1.72089 1.52408
H: -2.18893 1.58445 -1.85562

Charge = +1
Orbital gap = 8.57 eV
LUMO = -3.93 eV
Energy relative to the best compared isomer or geometry (same formula, charge and spin) = 264.1 kJ/mol
HOMO energy = -12.50 eV

[4]
A cluster of 4 separate species, C23H55BFNO in total. Source: OMol25; level of theory: ωB97M-V with the def2-TZVPD basis set.

CARTESIAN COORDINATES (ANGSTROEM)
C: 3.09792 -0.46792 1.42624
O: 3.03223 -0.31250 2.82204
C: 2.77228 1.04473 3.22066
B: 1.27238 1.49016 2.89132
N: 1.08997 2.44039 1.88224
C: 0.03870 0.85511 3.63992
C: -0.34387 -0.52783 3.04656
C: -1.63262 -0.53140 2.25362
F: -2.71877 -0.75591 3.09637
H: 3.64874 0.36115 0.95955
H: 3.63449 -1.39328 1.21413
H: 2.10612 -0.50924 0.95442
H: 3.53604 1.69331 2.76553
H: 2.94089 1.05802 4.30207
H: 1.84221 2.77130 1.29991
H: 0.18433 2.73270 1.55052
H: 0.25255 0.73851 4.70550
H: -0.83758 1.51123 3.58248
H: -0.44897 -1.27533 3.83702
H: 0.45053 -0.91101 2.39835
H: -1.64117 -1.30676 1.48738
H: -1.81498 0.43807 1.78173
C: -0.25627 -2.23736 -1.30413
C: -1.09817 -3.30528 -0.61554
C: -1.30444 -4.56318 -1.45776
C: -2.01645 -4.32567 -2.79132
C: -3.37464 -3.63655 -2.67479
C: -4.39584 -4.42049 -1.86020
H: -0.72180 -1.88327 -2.22555
H: -0.10942 -1.36876 -0.65846
H: 0.73084 -2.62941 -1.56080
H: -2.07025 -2.88385 -0.34106
H: -0.61883 -3.58973 0.32556
H: -1.86191 -5.29533 -0.86789
H: -0.32973 -5.01852 -1.66019
H: -2.14808 -5.28995 -3.29245
H: -1.37455 -3.73185 -3.44790
H: -3.76750 -3.46813 -3.68148
H: -3.24643 -2.64150 -2.23779
H: -4.56224 -5.41006 -2.29249
H: -5.35687 -3.90528 -1.82867
H: -4.06745 -4.56274 -0.82910
C: 9.72775 4.03348 4.15340
C: 8.48936 4.68857 4.75288
C: 7.50809 3.69235 5.36938
C: 6.94955 2.65427 4.39395
C: 6.25698 3.23876 3.16372
C: 5.05998 4.11867 3.50183
H: 9.47001 3.35718 3.33653
H: 10.41889 4.77791 3.75640
H: 10.26247 3.44952 4.90633
H: 7.98201 5.28026 3.98490
H: 8.79323 5.40008 5.52504
H: 6.68360 4.24475 5.82815
H: 8.00718 3.16389 6.18796
H: 6.23661 2.02033 4.93109
H: 7.75267 1.98917 4.06582
H: 5.93035 2.41071 2.52786
H: 6.97444 3.80926 2.56641
H: 4.32461 3.56093 4.08695
H: 4.56290 4.48024 2.59995
H: 5.34790 4.99355 4.08698
C: -3.96688 -0.26093 -4.56115
C: -5.27583 0.51499 -4.48858
C: -6.45073 -0.33447 -4.00364
C: -6.75734 -1.55996 -4.86708
C: -7.01994 -1.25598 -6.34136
C: -8.20970 -0.33191 -6.57041
H: -4.02737 -1.08342 -5.27621
H: -3.13397 0.37536 -4.86299
H: -3.72487 -0.69348 -3.58722
H: -5.50351 0.94308 -5.46935
H: -5.16000 1.36439 -3.81036
H: -7.34025 0.29686 -3.93088
H: -6.24087 -0.67637 -2.98461
H: -7.63158 -2.06869 -4.44815
H: -5.93206 -2.27401 -4.79338
H: -7.18716 -2.19985 -6.86670
H: -6.12509 -0.81725 -6.79313
H: -9.12110 -0.75676 -6.14300
H: -8.38636 -0.16705 -7.63389
H: -8.05539 0.64499 -6.10897

Charge = 0
Orbital gap = 9.81 eV
LUMO = 0.43 eV
SMILES = COCB(N)CCCF.CCCCCC.CCCCCC.CCCCCC
Energy relative to the best compared isomer or geometry (same formula, charge and spin) = 0.0 kJ/mol
HOMO energy = -9.37 eV

[5]
A structure of composition C25H18EuN5O7. Source: OMol25; level of theory: ωB97M-V with the def2-TZVPD basis set.

CARTESIAN COORDINATES (ANGSTROEM)
Eu: -0.26706 1.25960 0.40220
C: 1.42789 1.41194 3.93380
O: 1.17483 0.71333 2.73239
C: 1.61417 -0.61215 2.70051
C: 1.86423 -1.33942 3.84224
C: 2.31085 -2.65874 3.73759
C: 2.49161 -3.20146 2.47700
C: 2.23061 -2.46653 1.33095
C: 1.77728 -1.14015 1.40336
N: 1.47464 -0.32764 0.33524
N: 1.76816 -0.90256 -0.85229
C: 1.40158 -0.22688 -1.99099
C: 0.96974 1.10091 -2.15637
O: 0.96134 2.00912 -1.13693
C: 0.50531 1.55462 -3.40946
C: 0.52981 0.77837 -4.52796
C: 1.05490 -0.53938 -4.44624
C: 1.14743 -1.36054 -5.59621
C: 1.66446 -2.62160 -5.53070
C: 2.10566 -3.12002 -4.28721
C: 2.01160 -2.35283 -3.15951
C: 1.48931 -1.03545 -3.19892
H: 0.72074 1.13596 4.72292
H: 1.34082 2.47114 3.71474
H: 2.43962 1.20355 4.28846
H: 1.72020 -0.89881 4.81897
H: 2.50730 -3.23782 4.62962
H: 2.83955 -4.22263 2.37440
H: 2.36977 -2.88841 0.34722
H: 0.13446 2.57169 -3.44669
H: 0.16540 1.15529 -5.47550
H: 0.79141 -0.96063 -6.53962
H: 1.72728 -3.23675 -6.41976
H: 2.51418 -4.12134 -4.22205
H: 2.33611 -2.74006 -2.20544
O: -0.78337 4.72914 3.40124
C: -0.94201 3.52777 2.85596
O: -0.17697 3.12157 1.99770
C: -2.10974 2.74356 3.38455
O: -2.06834 0.71391 2.11106
C: -2.78414 1.94902 2.26601
C: -2.78377 2.82483 0.99114
O: -3.27627 3.93514 1.12480
O: -2.17506 2.33292 -0.01835
H: -0.03078 5.13512 2.93684
H: -1.73235 2.06074 4.15061
H: -2.81217 3.43545 3.83988
H: -2.58023 0.11558 1.54665
H: -3.82138 1.74807 2.53703
N: -1.52475 -0.53562 -0.55964
C: -2.43822 -0.90973 -1.17269
C: -3.59327 -1.34163 -1.81655
C: -3.53516 -2.39332 -2.76330
N: -3.49849 -3.25745 -3.52735
C: -4.82134 -0.76962 -1.41064
N: -5.82740 -0.31918 -1.06470

Charge = -1
Orbital gap (spin up / spin down) = 5.20 / 6.54 eV
LUMO (spin up / spin down) = 1.84 / 1.84 eV
Multiplicity = 8
Energy relative to the best compared isomer or geometry (same formula, charge and spin) = 0.0 kJ/mol
HOMO energy (spin up / spin down) = -3.36 / -4.70 eV

[6]
A structure of composition C6H8N. Source: OMol25; level of theory: ωB97M-V with the def2-TZVPD basis set.

CARTESIAN COORDINATES (ANGSTROEM)
C: -0.20235 -0.90998 -1.67329
C: -0.80173 -0.67982 -0.56231
C: 1.19467 -0.07695 0.62471
C: 1.28661 -0.63252 -1.63128
C: -0.74441 -0.21082 0.71175
C: -1.30046 1.15224 1.02211
N: 1.78244 -0.27418 -0.55418
H: -0.60780 -1.27547 -2.59801
H: 1.30013 0.94539 0.98411
H: 1.49299 -0.81190 1.36955
H: 1.86321 -0.75629 -2.53573
H: -0.88814 -0.92913 1.51596
H: -1.11361 1.85734 0.21635
H: -0.88325 1.53302 1.95019
H: -2.37830 1.06906 1.16007

Charge = +1
Orbital gap (spin up / spin down) = 9.49 / 9.49 eV
LUMO (spin up / spin down) = -5.75 / -5.75 eV
Energy relative to the best compared isomer or geometry (same formula, charge and spin) = 419.8 kJ/mol
HOMO energy (spin up / spin down) = -15.24 / -15.24 eV

[7]
A cluster of 5 separate species, C23H57B2ClIN2O11P in total. Source: OMol25; level of theory: ωB97M-V with the def2-TZVPD basis set.

CARTESIAN COORDINATES (ANGSTROEM)
C: 2.03482 3.94633 0.84469
B: 2.34264 2.43310 0.58037
O: 3.60941 1.93548 0.68207
C: 1.21528 1.37240 0.19285
C: 1.27766 1.13862 -1.32095
C: 1.11227 2.38137 -2.20951
O: 2.36299 2.74930 -2.79707
C: 0.08311 2.19514 -3.31640
N: 0.26517 0.92414 -4.04971
O: -0.00089 1.86062 0.76678
C: -1.14182 1.03071 0.85623
C: -2.06814 1.11707 -0.37053
C: -3.03451 2.29464 -0.50456
C: -3.77369 2.21497 -1.86173
I: -2.16703 4.25198 -0.29812
B: -1.90410 1.52715 2.19428
O: -1.11293 2.04602 3.20500
N: -3.34949 1.45181 2.36085
C: -3.88664 0.12172 2.69173
C: -3.86130 2.46810 3.29149
C: -0.81956 -0.45581 1.11610
C: 0.07541 -0.69236 2.34170
C: 0.83022 -1.99194 2.22022
O: 2.00245 -2.12117 2.51280
O: -0.26731 -1.15828 -0.00396
C: -1.12976 -2.07642 -0.63052
P: -0.22278 -3.30220 -1.75003
O: -0.49891 -4.64927 -0.86753
Cl: 1.74978 -2.84836 -1.37959
H: 1.89433 4.08126 1.91589
H: 1.11173 4.26545 0.37362
H: 2.86647 4.58367 0.54733
H: 4.20820 2.59358 1.04222
H: 1.55320 0.43876 0.65558
H: 2.28281 0.75642 -1.49996
H: 0.61373 0.34249 -1.65461
H: 0.83059 3.26030 -1.64287
H: 2.63228 2.03402 -3.38523
H: 0.20114 3.01254 -4.02479
H: -0.91906 2.28959 -2.89693
H: -0.25393 0.19246 -3.57774
H: -0.20976 1.01333 -4.94016
H: -2.74414 0.25677 -0.32423
H: -1.49876 1.00190 -1.29230
H: -3.78290 2.26335 0.27296
H: -3.41464 2.97349 -2.55163
H: -4.83810 2.39003 -1.73638
H: -3.59274 1.24925 -2.33040
H: -1.30333 1.62438 4.04622
H: -4.85030 0.25521 3.17374
H: -3.22298 -0.48572 3.31242
H: -4.08416 -0.43315 1.77151
H: -3.91103 2.10383 4.32091
H: -3.23772 3.35707 3.27287
H: -4.86241 2.77239 2.98587
H: -1.78699 -0.91288 1.34873
H: 0.81841 0.08920 2.46550
H: -0.53425 -0.76073 3.24332
H: 0.25756 -2.86957 1.86308
H: -1.71485 -2.65564 0.08962
H: -1.79594 -1.55054 -1.31733
H: -0.54174 -4.46157 0.07734
C: 5.47833 -2.71587 -3.73303
C: 4.58218 -1.57129 -3.30403
O: 4.85816 -0.37985 -4.03705
H: 6.52797 -2.45108 -3.60081
H: 5.26651 -3.61604 -3.15464
H: 5.32882 -2.94948 -4.78978
H: 4.74361 -1.32896 -2.25398
H: 3.53077 -1.84119 -3.43370
H: 4.69818 -0.56329 -4.96577
C: 1.87282 4.08185 6.55356
C: 2.12434 5.01212 5.38095
O: 2.78313 4.35187 4.30517
H: 2.81250 3.66184 6.91253
H: 1.38715 4.60860 7.37632
H: 1.23154 3.24976 6.25256
H: 2.77641 5.83235 5.67616
H: 1.17909 5.43811 5.02705
H: 2.21778 3.62824 4.01871
C: 4.43316 -7.31325 -1.62616
C: 4.13196 -7.19596 -3.10878
O: 5.19876 -6.58231 -3.82770
H: 4.63223 -6.32922 -1.20132
H: 3.59637 -7.76266 -1.08994
H: 5.31854 -7.93149 -1.45963
H: 3.25909 -6.56590 -3.27179
H: 3.92190 -8.18368 -3.53364
H: 5.98423 -7.12376 -3.71481
C: -7.31224 -1.53037 0.21821
C: -6.28762 -0.93224 -0.72801
O: -5.23939 -1.85743 -1.01236
H: -6.83325 -1.84100 1.14738
H: -8.09876 -0.81204 0.45268
H: -7.77653 -2.41400 -0.22500
H: -5.81660 -0.05927 -0.27601
H: -6.76663 -0.61493 -1.65975
H: -5.63750 -2.63398 -1.41470

Charge = 0
Orbital gap = 9.03 eV
LUMO = 0.06 eV
SMILES = CB(O)[C@H](C[C@@H](O)CN)O[C@](C[C@H](C)I)(B(O)N(C)C)[C@H](CC=O)OCP(O)Cl.CCO.CCO.CCO.CCO
HOMO energy = -8.97 eV

[8]
A cluster of 2 separate species, C7H7N in total. Source: OMol25; level of theory: ωB97M-V with the def2-TZVPD basis set.

CARTESIAN COORDINATES (ANGSTROEM)
C: -2.57533 -0.19790 -0.20419
C: -2.83548 0.05029 0.91686
C: 1.96685 -0.72397 0.53226
C: 2.01745 0.57734 0.43584
C: 1.07975 1.15809 -0.42410
C: -0.01066 0.44660 -0.73301
C: -0.00993 -0.96809 -0.64351
H: -2.24126 -0.52857 -1.11566
H: -3.10657 0.44611 1.85345
H: 2.53654 -1.34992 1.31008
H: 2.76496 1.31697 0.85423
H: 0.99519 2.26952 -0.37154
H: -0.97192 0.88673 -1.25987
H: -0.67849 -1.85168 -1.07737
N: 1.06891 -1.53150 -0.07347

Charge = 0
Orbital gap = 10.37 eV
LUMO = 0.91 eV
SMILES = c1ccncc1.C#C
Energy relative to the best compared isomer or geometry (same formula, charge and spin) = 340.6 kJ/mol
HOMO energy = -9.46 eV

| no. | F_max (eV Å⁻¹) | M (g/mol) |
| --- | --- | --- |
| 1 | 8.77 | 126.14 |
| 2 | 2.82 | 171.07 |
| 3 | 3.44 | 143.17 |
| 4 | 0.30 | 391.51 |
| 5 | 1.45 | 652.41 |
| 6 | 1.10 | 94.14 |
| 7 | 1.31 | 752.67 |
| 8 | 6.06 | 105.14 |